Record 1
This record from the Open Molecules 2025 dataset describes C15H61B5N3O4TiZn as an isolated structure. The level of theory is ωB97M-V with the def2-TZVPD basis set.

XYZ file:
```
90
C15H61B5N3O4TiZn ωB97M-V with the def2-TZVPD basis set
Zn -0.77 -2.23 0.77
Ti -0.90 -0.03 -2.99
B -1.31 -1.93 2.77
H -2.25 -1.42 2.34
H -1.34 -3.05 2.53
H -0.40 -1.42 2.32
H -1.23 -1.71 3.90
B 1.02 -4.11 -2.31
H 1.32 -5.06 -2.91
H 0.63 -4.47 -1.28
H 1.95 -3.43 -2.12
H 0.18 -3.49 -2.78
B -2.03 -3.71 -0.01
H -2.68 -3.08 0.70
H -2.67 -4.59 -0.38
H -1.76 -3.12 -0.96
H -1.12 -4.12 0.53
B -3.06 -1.08 -3.29
H -2.12 -1.67 -3.08
H -3.94 -1.82 -3.32
H -3.19 -0.27 -2.52
H -2.95 -0.51 -4.30
B -0.65 -0.56 -0.52
H -0.08 -1.37 -1.11
H -0.64 0.38 -1.14
H -1.75 -0.90 -0.47
H -0.13 -0.37 0.49
C -0.48 5.22 -1.13
C -0.03 3.79 -0.87
C 0.64 3.62 0.50
O 1.54 4.69 0.80
C 2.50 4.29 1.76
N -1.23 2.96 -0.96
H -0.61 5.40 -2.20
H 0.25 5.97 -0.79
H -1.39 5.51 -0.61
H 0.65 3.41 -1.64
H 0.92 2.57 0.63
H -0.22 3.87 1.15
H 1.98 3.99 2.68
H 3.15 5.11 2.04
H 3.10 3.42 1.48
H -0.91 2.01 -0.82
H -1.94 3.29 -0.30
C 1.95 -4.51 2.19
C 2.09 -3.13 1.57
C 3.50 -2.86 1.09
O 3.61 -1.60 0.44
C 4.90 -1.09 0.21
N 1.10 -2.91 0.50
H 2.33 -5.31 1.55
H 0.89 -4.73 2.31
H 2.39 -4.58 3.18
H 1.85 -2.38 2.33
H 3.80 -3.57 0.31
H 4.21 -2.93 1.92
H 4.94 -0.01 0.16
H 5.21 -1.65 -0.69
H 5.59 -1.39 1.01
H 1.12 -3.67 -0.20
H 1.62 -2.25 -0.10
C -1.95 1.80 3.20
C -3.48 1.86 2.95
C -3.77 1.93 1.44
O -3.35 3.17 0.88
C -3.64 4.36 1.52
N -4.08 0.61 3.45
H -1.58 2.80 2.95
H -1.41 1.15 2.51
H -1.75 1.46 4.21
H -3.93 2.65 3.55
H -4.86 1.89 1.35
H -3.38 1.08 0.88
H -3.22 5.18 0.94
H -3.39 4.51 2.58
H -4.71 4.63 1.51
H -3.53 -0.20 3.16
H -4.05 0.55 4.46
C 2.67 0.02 -4.85
C 2.45 -0.43 -3.42
C 2.48 0.65 -2.33
O 1.22 -1.10 -3.22
H 3.63 0.53 -4.92
H 1.87 0.70 -5.16
H 2.56 -0.83 -5.53
H 3.20 -1.21 -3.23
H 2.39 0.22 -1.33
H 1.73 1.44 -2.46
H 3.42 1.22 -2.37
H 1.36 -2.07 -3.07
```

Summary:
E_LUMO (spin up / spin down) in eV: 4.0 / 4.0
<S²>: 3.75
Net charge: -2
HOMO (spin up / spin down) in Ha: 0.0255 / -0.1331
Multiplicity: 4

Record 2
This record from the Open Molecules 2025 dataset describes a 14-piece molecular cluster, C15H61N27O13P overall. The level of theory is ωB97M-V with the def2-TZVPD basis set.

XYZ file:
```
117
C15H61N27O13P ωB97M-V with the def2-TZVPD basis set
C 6.21 1.51 0.93
C 4.66 2.01 0.80
N 3.61 0.95 1.12
P 2.04 1.82 0.87
H 6.86 2.45 1.28
H 6.59 1.27 -0.17
H 6.38 0.60 1.64
H 4.47 2.32 -0.34
H 4.41 2.93 1.52
H 3.62 0.70 2.14
H 1.05 0.97 0.24
H 2.32 2.88 -0.11
H 1.61 2.42 2.11
C -1.40 0.08 2.02
O -0.34 -0.35 2.45
N -1.49 1.25 1.35
N -2.57 -0.57 2.17
H -2.36 1.62 0.99
H -0.64 1.77 1.21
H -2.54 -1.45 2.67
H -3.45 -0.23 1.83
C -0.38 2.15 -2.38
O -1.18 2.53 -1.53
N -0.16 2.81 -3.52
N 0.34 1.02 -2.24
H 0.49 2.51 -4.23
H -0.68 3.67 -3.67
H 0.20 0.49 -1.39
H 0.99 0.68 -2.92
C 1.72 1.39 -6.86
O 0.92 1.78 -6.01
N 1.94 2.06 -8.00
N 2.44 0.26 -6.72
H 2.59 1.75 -8.71
H 1.42 2.91 -8.15
H 2.30 -0.27 -5.87
H 3.09 -0.07 -7.40
C -4.73 -4.25 1.55
O -5.16 -5.40 1.57
N -3.61 -3.91 0.89
N -5.34 -3.23 2.17
H -3.24 -2.98 0.86
H -3.11 -4.65 0.41
H -6.19 -3.45 2.68
H -5.01 -2.28 2.16
C 10.14 1.60 -1.60
O 10.21 1.24 -2.77
N 10.06 2.89 -1.24
N 10.13 0.73 -0.58
H 10.00 3.20 -0.29
H 10.07 3.58 -1.98
H 10.18 -0.26 -0.81
H 10.07 1.00 0.39
C 6.14 0.22 -7.46
O 5.26 0.32 -8.31
N 7.44 0.20 -7.77
N 5.87 0.12 -6.15
H 8.18 0.12 -7.09
H 7.69 0.27 -8.75
H 4.90 0.13 -5.87
H 6.58 0.04 -5.44
C -1.45 -6.37 3.66
O -0.39 -6.80 4.09
N -1.54 -5.21 2.99
N -2.61 -7.02 3.82
H -2.40 -4.84 2.63
H -0.68 -4.69 2.86
H -2.59 -7.91 4.31
H -3.49 -6.69 3.47
C -8.66 -2.98 4.33
O -7.64 -3.25 3.72
N -9.37 -1.86 4.11
N -9.17 -3.79 5.28
H -10.21 -1.62 4.61
H -9.02 -1.23 3.40
H -8.67 -4.64 5.48
H -10.01 -3.58 5.80
C 4.92 -1.36 -2.37
O 4.99 -1.72 -3.54
N 4.84 -0.07 -2.01
N 4.91 -2.24 -1.35
H 4.79 0.24 -1.06
H 4.85 0.62 -2.75
H 4.96 -3.22 -1.58
H 4.85 -1.96 -0.38
C -1.85 4.06 4.24
O -2.89 3.43 4.31
N -0.97 3.92 3.23
N -1.49 4.97 5.17
H -0.11 4.44 3.16
H -1.20 3.25 2.51
H -2.13 5.11 5.94
H -0.64 5.50 5.13
C -6.37 0.94 2.52
O -5.34 0.60 1.97
N -7.41 0.10 2.70
N -6.57 2.18 3.00
H -8.27 0.36 3.15
H -7.30 -0.85 2.36
H -5.82 2.84 2.89
H -7.42 2.48 3.46
C 2.33 -5.55 -1.42
O 3.36 -5.89 -1.97
N 1.29 -6.39 -1.24
N 2.13 -4.31 -0.94
H 0.43 -6.13 -0.79
H 1.40 -7.34 -1.59
H 2.88 -3.65 -1.06
H 1.28 -4.01 -0.49
C -6.92 5.58 1.55
O -7.90 5.09 2.10
N -5.84 4.86 1.23
N -6.85 6.88 1.21
H -5.02 5.24 0.77
H -5.85 3.87 1.46
H -7.65 7.46 1.44
H -6.06 7.30 0.76
```

Summary:
E_LUMO in eV: -4.0
Net charge: +1
HOMO in Ha: -0.3985

Record 3
This record from the Open Molecules 2025 dataset describes C15H64BNO28 as an isolated structure. The level of theory is ωB97M-V with the def2-TZVPD basis set.

XYZ file:
```
109
C15H64BNO28 ωB97M-V with the def2-TZVPD basis set
C -1.35 2.24 2.44
C -0.03 1.97 1.87
C -0.02 1.07 0.61
C 1.27 0.31 0.17
N 1.31 -0.43 -1.07
C 0.82 0.48 -2.33
C -0.67 0.17 -2.62
C -1.10 -1.05 -1.76
C 0.27 -1.54 -0.98
C 2.64 -1.03 -1.46
C 3.27 -1.99 -0.48
C 4.72 -2.38 -0.83
H -1.47 3.11 3.13
H -1.78 1.45 2.81
H -2.09 2.54 1.54
H 0.34 1.32 2.67
H 0.51 2.83 1.73
H -0.38 1.71 -0.28
H -0.85 0.28 0.90
H 1.66 0.01 0.98
H 2.02 1.11 0.06
H 1.52 0.35 -3.16
H 0.84 1.48 -2.01
H -0.59 -0.19 -3.67
H -1.20 1.01 -2.57
H -1.40 -1.91 -2.30
H -1.60 -0.64 -0.90
H 0.64 -2.40 -1.62
H 0.17 -1.86 0.13
H 3.30 -0.17 -1.80
H 2.70 -1.63 -2.30
H 2.71 -2.91 -0.21
H 3.31 -1.41 0.52
H 4.94 -3.07 -1.70
H 5.27 -2.67 0.02
H 5.43 -1.52 -1.45
O -3.90 -0.52 3.80
C -4.34 0.16 2.88
O -5.21 1.03 3.06
B -5.70 1.49 1.72
O -4.95 0.68 0.80
C -4.13 -0.12 1.40
O -3.41 -0.91 0.92
O -5.64 2.95 1.60
C -6.80 3.35 1.34
O -6.97 4.54 1.47
C -7.62 2.23 1.42
O -7.11 1.14 1.56
O -8.80 2.27 0.93
O 1.25 -0.05 -5.63
H 2.18 -0.11 -5.66
H 1.10 0.91 -5.61
O -3.40 0.13 -5.41
H -3.57 -0.04 -4.46
H -2.65 0.77 -5.37
O -0.67 -2.38 -6.02
H -0.17 -1.86 -5.64
H -0.17 -2.38 -6.87
O -1.10 -4.86 -1.47
H -1.34 -4.60 -2.46
H -1.67 -4.17 -1.10
O 7.69 -2.10 1.02
H 8.30 -2.86 1.23
H 8.10 -1.60 0.21
O -3.96 -3.06 -3.55
H -4.67 -3.51 -3.64
H -3.91 -2.17 -3.19
O 2.61 -4.17 2.00
H 2.63 -4.90 2.70
H 2.07 -4.43 1.20
O 2.98 2.66 -2.44
H 3.94 2.57 -2.80
H 2.94 2.94 -1.64
O -2.71 -3.52 0.27
H -3.20 -2.70 0.35
H -2.92 -4.26 0.88
O -2.74 6.15 1.72
H -1.98 6.15 0.95
H -2.27 5.87 2.52
O 4.01 -3.98 -3.91
H 2.92 -3.97 -4.07
H 4.36 -3.20 -4.11
O -3.63 3.14 -0.76
H -4.00 4.05 -0.61
H -4.55 2.57 -0.70
O 1.06 4.49 4.47
H 0.62 3.74 4.97
H 1.89 4.05 4.30
O 6.05 -3.28 3.29
H 6.49 -4.24 3.14
H 6.44 -2.69 2.63
O 3.28 0.58 3.93
H 2.89 0.54 4.78
H 2.93 -0.16 3.44
O -0.37 2.43 5.75
H 0.47 1.81 5.87
H -0.96 1.80 6.38
O -0.73 -1.81 2.41
H -1.25 -1.10 2.13
H -1.22 -2.61 2.12
O 1.89 -1.87 3.22
H 0.98 -2.12 3.12
H 2.41 -2.42 2.81
O -1.06 3.52 -1.83
H -1.07 4.20 -2.46
H -1.98 3.09 -1.56
O 3.26 3.74 0.50
H 2.56 4.57 0.17
H 3.08 3.73 1.48
```

Summary:
E_LUMO in eV: -1.0
ΔE to the lowest compared entry with this formula, charge and spin in kJ/mol: 349.9
HOMO in Ha: -0.3389

Record 4
This record from the Open Molecules 2025 dataset describes C15H8AsF9N3O4S6Sm as an isolated structure. The level of theory is ωB97M-V with the def2-TZVPD basis set.

XYZ file:
```
47
C15H8AsF9N3O4S6Sm ωB97M-V with the def2-TZVPD basis set
Sm -10.35 9.48 5.79
C -13.92 6.55 6.14
C -12.72 7.06 6.60
N -11.69 7.37 5.79
C -11.75 6.96 4.49
C -12.92 6.28 3.99
C -13.99 6.03 4.85
C -12.98 5.92 2.61
C -11.90 6.17 1.79
C -10.70 6.81 2.29
C -9.62 7.10 1.42
C -8.52 7.74 1.93
C -8.50 8.06 3.29
N -9.54 7.90 4.13
C -10.65 7.22 3.64
H -14.79 6.63 6.77
H -12.57 7.37 7.62
H -14.88 5.56 4.47
H -13.86 5.41 2.27
H -11.98 6.00 0.74
H -9.65 6.76 0.37
H -7.64 7.88 1.35
H -7.56 8.37 3.72
S -14.47 12.09 8.26
As -13.72 10.39 7.20
S -13.02 10.53 5.18
S -11.97 9.63 8.43
S -15.53 9.25 7.59
F -8.67 14.43 8.69
C -9.63 13.83 7.91
F -10.06 14.68 6.93
F -10.65 13.43 8.68
S -8.96 12.27 7.13
O -10.25 11.66 6.68
O -8.18 11.45 7.98
N -8.19 12.73 5.81
S -7.68 11.61 4.76
O -6.35 11.76 4.31
O -8.08 10.26 5.17
C -8.85 11.65 3.22
F -8.43 11.04 2.09
F -10.06 11.10 3.48
F -8.97 12.95 2.89
F -8.83 8.53 7.41
C -8.75 7.87 8.71
F -8.89 6.54 8.37
F -7.45 8.11 8.98
```

Summary:
E_LUMO (spin up / spin down) in eV: 2.9 / 2.9
ΔE to the lowest compared entry with this formula, charge and spin in kJ/mol: 231.4
<S²>: 8.77
Net charge: -2
HOMO (spin up / spin down) in Ha: -0.0064 / -0.0070
Multiplicity: 6

Record 5
This record from the Open Molecules 2025 dataset describes C15H8Cl3F3IrN2O6S as an isolated structure. The level of theory is ωB97M-V with the def2-TZVPD basis set.

XYZ file:
```
39
C15H8Cl3F3IrN2O6S ωB97M-V with the def2-TZVPD basis set
Ir -1.20 -0.38 0.89
O 1.23 3.12 2.42
C 0.58 2.01 2.08
O -0.47 1.97 1.50
C 1.30 0.77 2.52
C 2.51 0.79 3.18
C 3.06 -0.41 3.58
C 2.38 -1.58 3.32
C 1.17 -1.52 2.64
N 0.64 -0.36 2.24
C 0.30 -2.72 2.32
O 0.77 -3.94 2.49
O -0.82 -2.53 1.92
H 0.72 3.89 2.12
H 3.00 1.73 3.38
H 4.01 -0.43 4.10
H 2.78 -2.53 3.66
H 1.68 -3.96 2.79
F -4.60 -1.80 -3.03
C -3.70 -1.02 -3.64
F -2.70 -1.81 -4.05
F -4.28 -0.52 -4.74
C -3.21 0.08 -2.74
C -3.22 1.39 -3.17
C -2.73 2.41 -2.36
C -2.23 2.07 -1.13
N -2.23 0.80 -0.70
C -2.69 -0.21 -1.47
S -2.51 -1.75 -0.70
H -3.62 1.62 -4.15
H -2.74 3.44 -2.68
H -1.85 2.80 -0.44
Cl 2.59 2.08 -1.72
C 3.34 0.64 -2.26
Cl 3.01 0.12 -3.84
Cl 4.85 0.24 -1.58
C 1.63 -1.50 -0.92
O 2.41 -2.35 -1.01
O 0.84 -0.65 -0.82
```

Summary:
E_LUMO (spin up / spin down) in eV: -4.5 / -4.5
ΔE to the lowest compared entry with this formula, charge and spin in kJ/mol: 46.0
<S²>: 6.01
Net charge: +1
HOMO (spin up / spin down) in Ha: -0.3898 / -0.3962
Multiplicity: 5

Record 6
This record from the Open Molecules 2025 dataset describes a 13-piece molecular cluster, C15H9BCl48N2O4 overall. The level of theory is ωB97M-V with the def2-TZVPD basis set.

XYZ file:
```
79
C15H9BCl48N2O4 ωB97M-V with the def2-TZVPD basis set
C -0.12 -0.76 5.54
N 0.24 -1.39 4.21
C 0.60 -0.32 3.20
B -0.83 -2.34 3.70
O -0.67 -3.80 4.03
O -1.99 -2.00 2.87
C -3.03 -1.28 3.62
O -3.76 -1.84 4.62
O -3.33 0.13 3.21
N -3.00 0.95 4.23
H 0.85 -0.86 6.24
H -0.24 0.40 5.34
H -1.06 -1.22 6.08
H -0.26 0.43 2.94
H 1.51 0.29 3.66
H 1.01 -0.86 2.23
H -0.20 -4.16 3.20
H -1.98 1.18 4.12
H -3.57 1.83 4.05
C 0.84 -0.74 -0.96
Cl 0.69 0.62 -2.10
Cl -0.78 -1.20 -0.37
Cl 1.58 -2.13 -1.79
Cl 1.86 -0.26 0.42
C 5.64 0.38 -1.80
Cl 6.66 0.31 -3.25
Cl 4.27 -0.74 -1.98
Cl 6.59 -0.07 -0.37
Cl 5.02 2.04 -1.60
C -4.26 -5.60 5.59
Cl -3.93 -4.35 6.81
Cl -5.90 -6.25 5.83
Cl -4.15 -4.88 3.96
Cl -3.07 -6.91 5.74
C 0.20 -9.58 5.54
Cl -0.02 -10.39 3.96
Cl 1.17 -8.11 5.32
Cl -1.40 -9.14 6.20
Cl 1.03 -10.69 6.66
C -4.00 0.70 -1.96
Cl -3.36 2.35 -2.14
Cl -5.65 0.63 -2.63
Cl -2.96 -0.45 -2.82
Cl -4.05 0.28 -0.23
C -4.00 4.19 -5.69
Cl -2.38 3.47 -5.60
Cl -4.47 4.40 -7.40
Cl -5.17 3.11 -4.89
Cl -4.00 5.77 -4.88
C -4.60 -8.93 2.22
Cl -5.22 -7.78 3.43
Cl -4.44 -8.12 0.64
Cl -3.01 -9.54 2.74
Cl -5.74 -10.30 2.07
C 3.50 4.21 -4.59
Cl 5.12 3.48 -4.51
Cl 3.03 4.42 -6.30
Cl 2.33 3.13 -3.79
Cl 3.50 5.79 -3.78
C 5.60 -1.67 3.47
Cl 6.91 -2.37 2.50
Cl 5.02 -2.87 4.65
Cl 6.19 -0.23 4.33
Cl 4.25 -1.20 2.39
C 7.10 5.92 -1.06
Cl 7.43 7.17 0.16
Cl 5.45 5.27 -0.82
Cl 7.21 6.64 -2.69
Cl 8.29 4.60 -0.91
C -2.80 9.52 -6.28
Cl -3.69 9.58 -4.74
Cl -2.02 11.09 -6.58
Cl -1.56 8.24 -6.19
Cl -3.94 9.15 -7.60
C 0.80 4.73 -9.88
Cl 2.33 5.29 -9.17
Cl 1.06 3.18 -10.72
Cl -0.41 4.51 -8.59
Cl 0.20 5.94 -11.05
```

Summary:
E_LUMO in eV: -0.3
HOMO in Ha: -0.3461